{
  "formula": "C14H28Cl14",
  "method": "ωB97M-V/def2-TZVPD",
  "symbols": ["Cl", "C", "C", "Cl", "H", "H", "H", "H", "Cl", "C", "C", "Cl", "H", "H", "H", "H", "Cl", "C", "C", "Cl", "H", "H", "H", "H", "Cl", "C", "C", "Cl", "H", "H", "H", "H", "Cl", "C", "C", "Cl", "H", "H", "H", "H", "Cl", "C", "C", "Cl", "H", "H", "H", "H", "Cl", "C", "C", "Cl", "H", "H", "H", "H"],
  "xyz": [[1.5460, -3.0318, 2.3199], [1.2457, -2.8991, 4.0464], [2.6038, -2.4848, 4.7764], [3.9656, -3.6831, 4.7415], [0.8810, -3.8105, 4.5202], [0.3766, -2.2525, 4.1680], [2.3578, -2.2600, 5.8142], [3.0823, -1.5750, 4.4140], [-7.2128, -0.3409, -0.5439], [-5.5408, 0.0168, -0.0566], [-4.9031, -1.3142, 0.4803], [-4.7346, -2.5067, -0.7429], [-5.4485, 0.7996, 0.6963], [-4.9906, 0.3850, -0.9225], [-5.4209, -1.7913, 1.3124], [-3.8714, -1.1151, 0.7700], [-1.1898, -1.9364, -4.9094], [-2.2892, -2.9334, -3.8836], [-2.8553, -4.1512, -4.5406], [-1.5239, -5.1439, -5.2302], [-3.1407, -2.2912, -3.6585], [-1.6703, -3.3085, -3.0686], [-3.5343, -3.8891, -5.3519], [-3.3011, -4.6857, -3.7017], [-1.4850, -2.0923, -0.7322], [-0.4645, -1.0091, 0.2847], [-0.3973, 0.3723, -0.3380], [0.5063, 0.2415, -1.8731], [0.5774, -1.3279, 0.2554], [-0.8141, -1.0947, 1.3136], [0.0950, 1.0543, 0.3553], [-1.3823, 0.7947, -0.5365], [4.2725, 2.2343, -4.4304], [2.6728, 1.3610, -4.1996], [2.2217, 0.7677, -5.5083], [3.2239, -0.6751, -5.9174], [1.9284, 2.0557, -3.8104], [2.7993, 0.6368, -3.3949], [2.1753, 1.4376, -6.3669], [1.1997, 0.4057, -5.3954], [-0.0548, 6.1496, 0.0331], [1.4842, 5.1759, -0.2263], [1.4678, 3.9271, 0.7002], [2.4370, 2.6201, 0.0784], [2.3651, 5.7730, 0.0096], [1.5729, 4.9314, -1.2848], [0.4791, 3.4692, 0.7291], [1.7210, 4.1577, 1.7350], [1.4026, 0.6432, 2.9788], [1.4471, 1.5421, 4.4412], [2.8150, 2.1520, 4.7949], [2.7181, 2.6787, 6.4494], [1.2398, 0.8410, 5.2497], [0.7543, 2.3806, 4.3693], [2.8665, 3.0286, 4.1491], [3.7237, 1.5706, 4.6383]],
  "forces_ev_per_angstrom": [[-0.122, -0.433, -0.343], [1.560, 0.015, 1.098], [-1.025, 0.408, 0.031], [-1.031, 0.199, -0.048], [0.412, -0.495, -0.544], [0.632, 0.775, 0.208], [0.092, -0.416, 0.143], [-0.485, -0.089, -0.507], [-0.030, 0.487, 0.121], [0.747, -1.408, 0.453], [0.346, 1.724, 0.366], [-0.333, -1.222, -1.368], [-0.573, -0.149, 0.161], [-0.088, -0.313, -0.103], [-0.222, 0.498, -0.045], [-0.042, 0.281, 0.316], [-0.312, -0.167, 0.057], [0.467, 0.172, -0.430], [0.640, 0.102, -0.497], [-0.410, -0.149, 0.146], [0.333, 0.030, 0.686], [-0.295, 0.673, 0.233], [-0.079, -0.338, 0.182], [-0.355, -0.347, -0.481], [0.434, 0.256, 0.573], [0.552, -0.024, -0.585], [-0.721, 0.008, 0.484], [-0.178, 0.317, 0.226], [-0.240, -0.631, 0.095], [-0.150, 0.411, -0.171], [0.377, -0.065, -0.225], [0.029, -0.135, -0.247], [-0.867, -0.344, 0.316], [0.504, 0.640, -0.110], [-0.405, -0.776, 0.161], [-0.213, 0.388, -0.109], [0.189, 0.355, -0.293], [0.277, -0.189, -0.415], [0.544, 0.131, 0.256], [0.004, -0.192, 0.190], [1.115, -0.545, -0.121], [-0.066, -0.358, 0.661], [-1.422, 0.596, -0.327], [1.110, -0.380, -0.322], [-0.334, 0.308, 0.130], [-0.418, -0.215, 0.177], [-0.213, 0.507, -0.024], [0.301, 0.130, -0.200], [0.142, -0.666, -1.426], [0.878, 0.147, 1.766], [-0.468, 0.507, -1.641], [0.131, 0.331, 0.878], [-0.621, 0.233, -0.045], [-0.220, -0.372, 0.295], [0.541, 0.156, 0.174], [-0.421, -0.367, 0.044]],
  "lowdin_charge": [0.58, -0.64, -0.64, 0.51, 0.07, 0.05, 0.06, 0.03, 0.54, -0.64, -0.71, 0.56, 0.07, 0.06, 0.07, 0.03, 0.51, -0.70, -0.64, 0.53, 0.06, 0.01, 0.08, 0.08, 0.58, -0.67, -0.65, 0.60, 0.02, 0.06, 0.01, 0.07, 0.49, -0.66, -0.65, 0.52, 0.05, 0.03, 0.07, 0.05, 0.50, -0.58, -0.70, 0.58, 0.07, 0.06, 0.04, 0.07, 0.64, -0.72, -0.68, 0.61, 0.05, 0.07, 0.06, 0.08],
  "homo_lumo_gap_ev": 10.44,
  "total_energy_ev": -190286.407,
  "fmax_ha_per_bohr": 0.03846,
  "homo_energy_ev": -10.48,
  "de_lowest_kcal_mol": 41.9
}

{
  "formula": "C14H28CuF3NO7S",
  "method": "ωB97M-V/def2-TZVPD",
  "symbols": ["Cu", "C", "C", "O", "O", "H", "H", "H", "C", "O", "O", "C", "F", "F", "F", "C", "C", "H", "H", "H", "H", "H", "H", "C", "C", "C", "O", "C", "N", "H", "H", "H", "H", "H", "H", "H", "H", "H", "H", "H", "C", "C", "C", "S", "O", "O", "C", "H", "H", "H", "H", "H", "H", "H", "H"],
  "xyz": [[0.0244, 0.6261, 0.7479], [-4.2016, 1.3113, 4.0447], [-2.9805, 0.7887, 3.3353], [-2.8388, -0.1946, 2.6455], [-1.9249, 1.4462, 3.4842], [-4.5276, 0.7110, 4.8941], [-5.1227, 1.3739, 3.4653], [-4.0970, 2.3119, 4.4643], [0.1004, 2.3711, -3.1135], [1.2179, 1.5015, -2.6711], [-0.6771, 2.3615, -1.8978], [0.6509, 3.7049, -3.7749], [1.6984, 4.1956, -2.9461], [1.0934, 3.5285, -4.9857], [-0.2783, 4.6240, -3.7937], [2.3234, 1.3217, -3.5593], [3.1996, 0.2176, -2.9586], [2.6057, -0.6963, -2.9401], [4.1065, 0.2018, -3.5629], [3.4411, 0.5014, -1.9343], [2.9473, 2.1649, -3.8555], [1.8431, 0.9615, -4.4690], [-0.4265, 1.7919, -3.8718], [4.4805, 2.8362, 3.0821], [3.7848, 1.7465, 2.2454], [3.7041, 0.3378, 2.8763], [2.5569, -0.3092, 2.2681], [2.0599, -1.4444, 2.9508], [2.4329, 2.2885, 1.9522], [4.3738, 3.8794, 2.7847], [5.5267, 2.5696, 3.2320], [3.9911, 2.7623, 4.0532], [4.4763, 1.6196, 1.4124], [3.5593, 0.3891, 3.9554], [4.5282, -0.3702, 2.7885], [1.9452, -1.1823, 4.0026], [2.4293, -2.4567, 2.7867], [1.0308, -1.6618, 2.6648], [1.9490, 2.5848, 2.7877], [2.6853, 3.1221, 1.4408], [-4.9426, -3.3362, -1.5962], [-4.2116, -4.4303, -0.8198], [-2.8738, -4.7826, -1.6152], [-2.1578, -3.0982, -2.0906], [-1.6609, -3.0281, -3.4406], [-1.3751, -2.4734, -0.9896], [-3.8627, -2.2336, -1.9018], [-5.8616, -3.1596, -1.0374], [-5.1086, -3.9402, -2.4882], [-4.8429, -5.3160, -0.7472], [-3.9207, -4.1957, 0.2042], [-3.1645, -5.2814, -2.5397], [-2.1402, -5.3071, -1.0030], [-3.8783, -1.7336, -2.8703], [-3.6893, -1.5213, -1.0952]],
  "forces_ev_per_angstrom": [[-0.046, 0.251, 0.944], [-1.553, 0.204, 0.631], [2.767, 1.581, 0.333], [-2.722, -4.037, -2.290], [1.121, 2.974, 1.236], [0.406, -0.462, 0.046], [0.176, -0.267, -0.631], [0.618, -0.032, -0.216], [1.914, -2.331, 2.607], [-0.512, 2.016, -0.282], [0.871, 1.183, -2.764], [0.589, 0.133, 3.641], [-1.499, -0.754, -1.589], [0.490, -0.374, -0.635], [-0.646, 0.623, -0.055], [-0.428, -1.415, -0.513], [-0.782, 1.031, -0.167], [0.489, -0.189, -0.100], [-0.003, -0.589, 0.143], [0.166, -0.067, 0.015], [-0.381, 0.572, 0.635], [0.401, -0.183, -0.522], [-0.683, 0.208, -0.132], [0.111, -1.482, 1.467], [0.542, 0.488, 0.531], [-1.538, -0.547, 0.270], [0.358, -0.369, -0.264], [-1.404, 0.171, 0.679], [0.542, -0.786, -1.634], [0.013, -0.308, -0.630], [0.169, 0.294, 0.045], [0.162, 0.277, 0.395], [-0.999, 0.173, -1.032], [-0.415, 0.275, 0.312], [0.629, 0.590, -0.555], [0.402, -0.398, 0.284], [1.484, 0.309, -0.026], [-0.372, 0.796, -0.457], [0.107, -0.091, 0.347], [-0.658, 0.361, -0.160], [2.024, -0.787, -0.211], [2.037, -0.551, 0.197], [-0.736, 1.238, 0.565], [-1.898, 1.231, 2.985], [-0.031, -0.363, 0.071], [-0.587, -1.549, -1.698], [0.489, -0.904, -0.362], [0.094, 0.912, -0.484], [-0.812, 0.814, -0.578], [0.104, -0.123, -0.153], [-0.124, 0.421, 0.017], [0.493, -0.070, -0.058], [-0.058, -0.081, -0.291], [-0.731, 0.104, 0.102], [-0.148, -0.122, -0.012]],
  "lowdin_charge": [0.73, -0.04, -0.84, -0.07, -0.12, 0.07, 0.06, 0.06, -0.21, -0.12, 0.14, -0.56, 0.09, 0.20, 0.19, -0.28, -0.05, 0.08, 0.08, 0.07, 0.11, 0.12, 0.17, -0.07, -0.40, -0.16, -0.23, -0.11, 0.05, 0.08, 0.08, 0.08, 0.13, 0.11, 0.13, 0.09, 0.09, 0.08, 0.09, 0.07, -0.20, -0.24, -0.18, 0.72, -0.35, -0.38, -0.16, 0.12, 0.10, 0.11, 0.11, 0.09, 0.09, 0.08, 0.09],
  "s2": 0.7538,
  "spin_multiplicity": 2,
  "homo_lumo_gap_ev": [5.24, 3.29],
  "total_energy_ev": -94413.220,
  "fmax_ha_per_bohr": 0.10464,
  "homo_energy_ev": [-6.35, -6.34],
  "de_lowest_kcal_mol": 183.5
}